DFT (ωB97M-V/def2-TZVPD) results for C11H17BrN4OS2 in the gas phase.

Last column: Mulliken charge in e.
Geometry (Å):
S1 1.641 0.834 -2.444  -0.46
Br1 0.222 5.081 0.534  -0.14
N1 -3.624 3.520 0.488  -0.60
N2 -0.461 0.337 -0.204  -0.62
O1 0.277 -3.103 0.737  -0.33
S2 -2.978 1.980 0.215  0.05
C1 1.326 -0.567 -1.574  0.15
C2 -2.687 4.407 0.662  0.85
C3 -1.315 3.904 0.469  -0.53
C4 -1.325 2.547 0.310  0.56
C5 -0.190 1.593 0.141  0.97
N3 0.509 -0.621 -0.445  0.35
N4 1.997 -1.633 -2.090  -0.19
C6 -0.113 -3.433 2.069  -0.90
C7 -2.954 5.881 0.962  -1.27
C8 1.195 2.032 0.507  -1.94
C9 0.520 -4.234 -0.091  -0.56
C10 2.172 -2.939 -1.473  -0.61
C11 0.823 -3.662 -1.448  -0.95
H1 0.244 -1.591 -0.249  0.22
H2 2.424 -1.447 -2.997  0.25
H3 -0.874 -4.246 2.081  0.31
H4 -0.566 -2.545 2.520  0.27
H5 0.741 -3.701 2.636  0.32
H6 -2.450 6.498 0.205  0.34
H7 -2.553 6.158 1.962  0.30
H8 -4.027 6.021 1.012  0.34
H9 1.605 2.647 -0.277  0.49
H10 1.806 1.199 0.624  0.40
H11 1.287 2.579 1.447  0.49
H12 -0.346 -4.858 -0.180  0.47
H13 1.376 -4.841 0.293  0.35
H14 2.565 -2.792 -0.460  0.28
H15 2.864 -3.557 -2.012  0.45
H16 0.033 -2.978 -1.780  0.43
H17 0.836 -4.467 -2.150  0.44

Its LUMO energy is 0.058 eV. Its structure (SMILES) is COCCCNC(=S)N/N=C(\C)c1snc(C)c1Br. The energy above the lowest of the compared OMol25 structures with the same formula, charge and spin is 0.377 eV.

---

DFT (ωB97M-V/def2-TZVPD) results for a molecular structure, C11H17Cl2F3O5SW.

Last column: Löwdin spin population.
Geometry (Å):
C1 0.845 2.139 0.093  0.03
C2 -0.572 2.151 0.382  0.04
C3 -1.249 1.466 -0.693  0.03
C4 -1.176 2.980 1.443  0.01
C5 -0.264 1.190 -1.714  0.01
C6 1.012 1.562 -1.226  0.02
C7 2.313 1.377 -1.929  0.00
C8 1.927 2.791 0.880  0.01
C9 -2.694 1.147 -0.854  0.01
C10 -0.507 0.504 -3.012  0.00
W1 0.195 0.002 0.495  1.47
Cl1 -1.712 -0.539 1.659  0.09
Cl2 0.959 0.440 2.758  0.06
O1 -0.292 -1.334 -0.839  0.10
H1 -0.420 3.462 2.053  0.00
H2 -1.860 2.448 2.107  0.00
H3 -1.756 3.777 0.982  0.00
H4 -3.206 0.924 0.090  0.00
H5 -2.796 0.249 -1.477  0.00
H6 -3.208 1.979 -1.356  0.00
H7 -1.282 -0.269 -2.924  0.00
H8 0.426 0.026 -3.351  0.00
H9 -0.814 1.235 -3.779  0.00
H10 2.277 0.455 -2.528  0.00
H11 3.136 1.300 -1.202  0.00
H12 2.516 2.218 -2.611  0.00
H13 1.712 2.825 1.948  0.00
H14 2.070 3.814 0.512  0.00
H15 2.858 2.230 0.775  0.00
H16 -0.559 -2.201 -0.424  0.01
O2 2.123 -0.660 0.277  0.06
H17 2.029 -1.466 -0.268  0.01
F1 0.458 -6.379 2.414  0.00
C11 0.527 -5.156 1.818  0.00
F2 1.329 -4.367 2.576  0.00
F3 1.123 -5.323 0.606  0.00
S1 -1.154 -4.381 1.630  0.00
O3 -1.933 -5.462 1.039  0.00
O4 -1.466 -3.893 2.973  0.00
O5 -0.915 -3.262 0.681  0.01

Its total charge is -2. Its LUMO energy (alpha / beta) is 5.111 / 5.092 eV. The spin multiplicity is 3.

---

DFT (ωB97M-V/def2-TZVPD) results for a molecular structure, C11H17Cl2NO3Pd.

Last column: Löwdin spin population.
Geometry (Å):
C1 1.486 0.324 -0.398  0.25
C2 0.851 -0.419 -1.446  0.22
C3 0.291 -1.599 -0.867  0.06
C4 0.738 -0.036 -2.859  0.04
C5 0.572 -1.586 0.530  0.31
C6 1.336 -0.411 0.822  0.06
C7 1.838 -0.021 2.142  0.04
C8 2.102 1.653 -0.518  0.04
C9 -0.459 -2.632 -1.587  0.01
C10 0.133 -2.597 1.502  0.06
Pd1 -2.228 1.139 -0.582  1.32
Cl1 -2.519 -0.494 -1.876  0.22
Cl2 -1.635 2.654 -2.265  0.10
O1 -2.339 -0.073 1.032  0.19
H1 1.428 0.785 -3.077  0.00
H2 -0.280 0.324 -3.097  0.01
H3 0.961 -0.889 -3.513  0.01
H4 -1.275 -2.160 -2.181  0.01
H5 -0.943 -3.332 -0.897  0.00
H6 0.189 -3.174 -2.289  0.00
H7 -0.637 -3.239 1.063  0.00
H8 -0.287 -2.118 2.396  0.01
H9 0.974 -3.235 1.810  0.02
H10 1.428 -0.715 2.882  0.00
H11 1.550 1.028 2.437  0.01
H12 2.933 -0.137 2.198  0.01
H13 1.604 2.218 -1.317  0.00
H14 3.177 1.590 -0.754  0.02
H15 1.984 2.195 0.428  0.00
H16 -3.240 -0.390 0.918  0.00
O2 0.898 2.620 3.084  0.83
H17 -0.083 2.844 3.069  0.01
O3 -4.438 3.926 1.531  0.04
C11 -3.508 3.293 1.082  0.05
N1 -2.602 2.666 0.597  0.08

Its total charge is -2. Its LUMO energy (alpha / beta) is 5.421 / 3.115 eV. The spin multiplicity is 5. The energy above the lowest of the compared OMol25 structures with the same formula, charge and spin is 1.841 eV.

---

DFT (ωB97M-V/def2-TZVPD) results for 3 unconnected molecules or ions with the total composition C11H17Cl4S.

Last column: Mulliken charge in e.
Geometry (Å):
C1 -0.153 -0.054 0.699  -0.60
C2 -0.926 0.375 -0.112  -0.02
C3 -2.034 0.911 -0.910  -0.41
C4 -2.278 2.400 -0.606  -0.64
C5 -1.017 3.220 -0.353  -0.58
S1 -0.491 3.164 1.415  0.06
C6 1.158 2.802 1.419  -0.73
C7 2.301 2.486 1.230  0.45
H1 0.391 -0.424 1.536  0.51
H2 -2.940 0.364 -0.651  0.27
H3 -1.783 0.776 -1.963  0.37
H4 -2.745 2.842 -1.489  0.33
H5 -2.987 2.527 0.215  0.31
H6 -1.175 4.273 -0.587  0.51
H7 -0.143 2.879 -0.908  0.33
H8 -0.520 4.441 1.866  0.28
H9 3.364 2.524 1.142  0.55
Cl1 2.919 0.278 0.010  -0.21
C8 2.447 -0.436 -1.560  -0.22
C9 3.429 -0.092 -2.648  -0.48
Cl2 3.372 1.642 -3.058  -0.18
H10 1.446 -0.083 -1.797  0.10
H11 2.404 -1.514 -1.417  0.35
H12 3.181 -0.645 -3.552  0.33
H13 4.448 -0.338 -2.362  0.34
Cl3 -1.250 -3.855 3.850  -0.18
C10 -1.922 -4.553 2.354  -0.41
C11 -1.056 -4.255 1.157  -0.53
Cl4 -1.080 -2.516 0.729  -0.15
H14 -2.929 -4.165 2.224  0.31
H15 -1.984 -5.630 2.504  0.31
H16 -1.423 -4.803 0.290  0.30
H17 -0.022 -4.541 1.332  0.32

Its total charge is +1. Its LUMO energy is -3.369 eV. The energy above the lowest of the compared OMol25 structures with the same formula, charge and spin is 0.329 eV.